# 1
# C13H30CaCl2FN4O4

A structure of composition C13H30CaCl2FN4O4 at a distorted geometry (ωB97M-V/def2-TZVPD, the Open Molecules 2025 dataset).

The geometry in XYZ format:
```
55
Properties=species:S:1:pos:R:3:mulliken_charge:R:1
Ca -0.003 -2.337 0.568 1.540
F -1.082 -0.282 0.578 -0.690
C -1.113 3.287 1.183 -0.312
C -2.101 2.851 2.279 0.696
O -2.631 3.628 3.074 -0.714
N -2.182 1.569 2.371 0.436
C -2.843 0.957 3.528 -1.010
H -1.663 3.598 0.295 0.303
H -0.608 2.420 0.758 -0.496
H -0.492 4.099 1.561 0.324
H -1.835 0.950 1.652 -0.129
H -2.305 1.186 4.448 0.331
H -2.859 -0.130 3.451 0.292
H -3.862 1.344 3.564 0.341
C 2.002 1.098 -0.881 -0.653
C 2.284 -0.372 -1.202 0.579
O 1.858 -1.247 -0.463 -0.505
N 2.967 -0.610 -2.331 -0.229
C 3.004 -1.886 -2.997 -0.852
H 2.086 1.680 -1.798 0.469
H 2.628 1.513 -0.091 0.314
H 0.962 1.240 -0.586 -0.232
H 3.423 0.137 -2.834 0.290
H 2.151 -2.504 -2.715 0.162
H 3.833 -2.523 -2.687 0.311
H 2.908 -1.713 -4.069 0.391
C 3.243 -1.986 4.006 -1.118
C 2.286 -1.177 3.121 0.418
O 1.695 -1.772 2.222 -0.525
N 2.236 0.130 3.300 -0.137
C 1.419 1.001 2.454 -0.060
H 3.845 -2.649 3.386 0.305
H 2.649 -2.615 4.669 0.279
H 3.951 -1.345 4.531 0.373
H 2.654 0.467 4.156 0.230
H 1.444 0.582 1.449 -0.503
H 1.753 2.039 2.430 0.368
H 0.391 0.888 2.798 0.373
C -0.463 -2.353 -4.227 -1.418
C -0.577 -1.761 -2.843 0.621
O -0.222 -2.414 -1.875 -0.512
N -1.065 -0.574 -2.692 0.490
C -1.432 0.459 -3.591 -1.093
H 0.045 -1.576 -4.798 0.408
H -1.448 -2.516 -4.665 0.392
H 0.125 -3.270 -4.252 0.328
H -1.194 -0.279 -1.735 -0.175
H -1.951 0.117 -4.486 0.368
H -0.536 0.974 -3.938 0.349
H -2.119 1.214 -3.207 0.293
C -4.103 0.095 -0.547 0.203
Cl -5.483 0.560 0.442 -0.156
Cl -4.649 -0.529 -2.153 -0.180
H -3.476 0.982 -0.633 0.035
H -3.544 -0.648 0.023 0.089
```

Summary:
molar mass: 436.39 g mol⁻¹
HOMO energy: -11.1 eV
Kohn-Sham gap: 7.50 eV
LUMO level: -3.61 eV
E_tot: -74319.12771 eV
total charge: +1
energy relative to the best compared isomer or geometry (same formula, charge and spin): 14.0 kcal/mol


# 2
# C6H6O2

The molecule C6H6O2 at a distorted geometry (ωB97M-V/def2-TZVPD, the Open Molecules 2025 dataset).

The geometry in XYZ format:
```
14
Properties=species:S:1:pos:R:3:mulliken_charge:R:1
C 1.396 -1.373 1.432 -1.554
C 0.160 -1.426 0.392 0.619
C -0.302 -0.113 -0.136 0.110
C -1.332 0.188 -0.941 -0.041
C -1.256 1.650 -1.150 -0.427
C -0.159 2.001 -0.539 -0.351
H 2.206 -0.962 0.773 0.315
H 1.570 -2.283 1.631 0.494
H 1.166 -0.788 2.092 0.526
H -1.934 -0.643 -1.314 0.443
H -2.087 2.402 -1.861 0.198
H 0.419 2.819 -0.489 0.539
O -0.295 -2.469 0.025 -0.555
O 0.446 0.999 0.086 -0.316
```

Summary:
molar mass: 110.11 g mol⁻¹
HOMO energy: -9.5 eV
Kohn-Sham gap: 10.13 eV
LUMO level: 0.63 eV
SMILES string: CC(=O)c1ccco1
E_tot: -10410.95510 eV
energy relative to the best compared isomer or geometry (same formula, charge and spin): 56.6 kcal/mol


# 3
# C8H17CuNO8

A structure of composition C8H17CuNO8 at a distorted geometry (ωB97M-V/def2-TZVPD, the Open Molecules 2025 dataset).

The geometry in XYZ format:
```
35
Properties=species:S:1:pos:R:3:mulliken_charge:R:1
Cu -0.166 0.450 -0.452 -0.022
O -2.864 -0.475 -2.571 -0.627
C -1.956 0.303 -2.062 0.948
O -0.991 -0.322 -1.686 -0.653
O -1.956 1.532 -2.016 -0.610
H -2.253 -1.171 -2.318 0.375
O 1.298 3.558 0.256 -0.597
C 0.536 2.500 0.011 0.818
O -0.486 2.571 -0.702 -0.539
O 0.824 1.464 0.568 -0.492
H 1.942 3.007 0.708 0.324
C 3.175 0.460 -1.070 -0.790
O 2.226 -0.498 -1.526 -0.272
C 2.244 -1.761 -0.913 -0.740
C 1.582 -1.678 0.515 -0.853
N 0.163 -1.494 0.515 0.055
C -0.253 -0.831 1.785 -0.753
C -1.734 -0.535 1.747 -0.771
O -1.965 0.652 0.964 0.007
C -3.352 0.869 0.676 -1.108
H 3.086 0.716 -0.015 0.227
H 3.225 1.308 -1.754 0.267
H 4.192 0.078 -1.166 0.366
H 3.270 -2.093 -0.756 0.416
H 1.769 -2.451 -1.610 0.311
H 2.047 -0.908 1.131 0.319
H 1.872 -2.556 1.093 0.519
H -0.234 -2.396 0.296 0.208
H 0.350 0.060 1.964 0.370
H -0.097 -1.506 2.627 0.470
H -2.049 -0.214 2.740 0.423
H -2.358 -1.361 1.405 0.388
H -3.939 1.192 1.535 0.274
H -3.730 -0.051 0.230 0.414
H -3.417 1.579 -0.148 0.327
```

Summary:
molar mass: 318.77 g mol⁻¹
HOMO energy: -1.5 eV
Kohn-Sham gap: 4.62 eV
LUMO level: 3.11 eV
E_tot: -71079.00540 eV
total charge: -1
energy relative to the best compared isomer or geometry (same formula, charge and spin): 108.4 kcal/mol


# 4
# C7H13Cl

A cluster of 2 separate species, C7H13Cl in total at a distorted geometry (ωB97M-V/def2-TZVPD, the Open Molecules 2025 dataset).

The geometry in XYZ format:
```
21
Properties=species:S:1:pos:R:3:mulliken_charge:R:1
C 0.749 -1.287 -2.125 -0.935
C 0.055 -2.391 -1.306 0.043
C -0.050 0.348 1.715 -1.100
C 0.189 1.828 -0.267 -0.752
C -1.494 2.363 1.505 -0.889
C 0.305 -2.499 -0.012 -0.371
C -0.514 1.638 1.018 0.817
Cl -0.418 -3.561 1.032 -0.177
H 1.100 -0.536 -1.425 0.189
H 1.608 -1.581 -2.695 0.362
H -0.550 -2.979 -2.058 0.301
H 0.767 0.636 2.350 0.351
H 0.240 -0.382 0.870 -0.092
H -0.789 -0.004 2.350 0.456
H 0.201 0.965 -0.835 -0.153
H -0.141 2.686 -1.008 0.300
H 1.279 2.150 -0.083 0.245
H -1.678 3.304 0.962 0.264
H 0.000 -0.833 -2.796 0.292
H -1.978 2.047 2.385 0.317
H 1.120 -1.911 0.424 0.531
```

Summary:
molar mass: 132.63 g mol⁻¹
HOMO energy: -9.3 eV
Kohn-Sham gap: 10.25 eV
LUMO level: 1.00 eV
SMILES string: C/C=C/Cl.C=C(C)C
E_tot: -19989.90321 eV
energy relative to the best compared isomer or geometry (same formula, charge and spin): 49.5 kcal/mol


# 5
# C4H5Cl2N2

The ion C4H5Cl2N2 with charge +1 at a distorted geometry (ωB97M-V/def2-TZVPD, the Open Molecules 2025 dataset).

The geometry in XYZ format:
```
13
Properties=species:S:1:pos:R:3:mulliken_charge:R:1
C -1.292 0.254 -0.128 -0.161
C -0.149 -1.773 0.001 0.081
C -0.211 1.146 -0.725 -0.321
C 0.707 1.276 0.417 0.420
N -1.179 -0.913 0.141 -0.267
N 0.782 -1.652 0.786 -0.505
Cl 0.129 1.515 1.942 0.101
Cl 2.447 1.280 0.330 0.039
H -2.341 0.712 -0.118 0.335
H -0.250 -2.457 -0.850 0.385
H 0.302 0.710 -1.564 0.349
H -0.569 2.168 -0.931 0.303
H 1.623 -2.266 0.700 0.241
```

Summary:
molar mass: 152.00 g mol⁻¹
HOMO energy (alpha / beta): -13.9 / -13.9 eV
Kohn-Sham gap (alpha / beta): 6.98 / 6.98 eV
LUMO level (alpha / beta): -6.93 / -6.93 eV
E_tot: -32243.57560 eV
total charge: +1
energy relative to the best compared isomer or geometry (same formula, charge and spin): 72.4 kcal/mol


# 6
# C9H21NOP

A cluster of 2 separate species, C9H21NOP in total at a distorted geometry (ωB97M-V/def2-TZVPD, the Open Molecules 2025 dataset).

The geometry in XYZ format:
```
33
Properties=species:S:1:pos:R:3:mulliken_charge:R:1
C -3.250 -0.531 0.599 -1.560
C -1.268 -1.761 -0.497 -1.678
C -2.235 0.216 -1.599 -1.867
C 1.729 -1.067 0.958 -1.615
C 3.050 -0.218 -0.936 -1.822
C 2.369 1.305 0.979 -1.661
C -1.033 0.557 0.617 -1.056
C -1.937 -0.327 -0.212 2.455
C 2.038 0.134 0.080 1.863
N 0.865 0.385 -0.747 -0.393
O 0.894 1.728 -1.113 -0.497
P -1.327 2.295 0.827 -0.074
H -2.898 -1.329 1.359 0.313
H -3.483 0.281 1.283 0.405
H -4.157 -0.963 0.144 0.349
H -0.237 -1.585 -1.047 0.234
H -1.901 -2.476 -1.063 0.437
H -0.972 -2.063 0.463 0.483
H -2.506 -0.514 -2.324 0.429
H -3.122 0.852 -1.634 0.450
H -1.388 0.776 -2.006 0.303
H 1.212 -0.695 1.835 0.318
H 1.199 -1.659 0.303 0.398
H 2.513 -1.731 1.400 0.345
H 2.938 0.457 -1.790 0.376
H 2.801 -1.171 -1.294 0.461
H 4.106 -0.345 -0.629 0.309
H 2.427 2.250 0.411 0.347
H 1.445 1.402 1.577 0.276
H 3.326 1.190 1.440 0.442
H -0.697 -0.001 1.559 0.251
H 0.046 2.062 -0.787 0.110
H -0.550 2.547 1.845 -0.134
```

Summary:
molar mass: 190.25 g mol⁻¹
HOMO energy (alpha / beta): -2.6 / -2.6 eV
Kohn-Sham gap (alpha / beta): 6.15 / 6.17 eV
LUMO level (alpha / beta): 3.52 / 3.52 eV
E_tot: -22495.63821 eV
total charge: -1
energy relative to the best compared isomer or geometry (same formula, charge and spin): 62.7 kcal/mol


# 7
# C31H50BrN3OP2Ti

A structure of composition C31H50BrN3OP2Ti at a distorted geometry (ωB97M-V/def2-TZVPD, the Open Molecules 2025 dataset).

The geometry in XYZ format:
```
89
Properties=species:S:1:pos:R:3:mulliken_charge:R:1
C -3.890 1.195 -0.159 -0.516
C -3.018 0.609 -1.106 0.051
C -3.125 0.993 -2.464 -0.335
C -4.049 1.990 -2.794 -0.548
N -4.811 2.571 -1.872 -0.550
C -4.773 2.187 -0.600 -0.374
C -1.942 -0.196 -0.666 1.379
C -1.459 -1.364 -0.416 0.008
C -1.522 -2.750 -0.293 0.742
C -0.396 -3.476 0.110 0.177
C -0.494 -4.862 0.201 -1.472
C -1.728 -5.419 -0.125 0.076
C -2.870 -4.723 -0.512 -0.742
C -2.761 -3.345 -0.598 -0.800
Ti 0.247 -0.216 0.040 -1.196
P 0.163 2.276 -0.159 1.853
H -2.470 0.551 -3.214 0.475
H -3.829 0.907 0.890 0.429
H -4.149 2.299 -3.834 0.400
H -5.448 2.653 0.117 0.407
H -3.585 -2.699 -0.891 0.539
H 0.555 -2.970 0.342 0.177
H -3.806 -5.230 -0.741 0.487
H 0.351 -5.471 0.505 0.527
C 1.791 3.027 0.280 -0.715
C 2.145 4.423 -0.227 -1.418
H 2.557 2.312 -0.064 0.526
H 1.836 3.017 1.380 0.581
H 3.168 4.658 0.097 0.431
H 2.135 4.502 -1.321 0.281
H 1.505 5.213 0.183 0.284
C -0.251 2.988 -1.813 0.030
C -0.919 4.359 -1.900 -1.659
H -0.907 2.245 -2.294 0.045
H 0.685 2.992 -2.393 0.573
H -1.057 4.609 -2.961 0.460
H -1.917 4.375 -1.447 0.302
H -0.320 5.172 -1.470 0.289
C -1.032 3.076 0.990 0.294
C -0.786 4.516 1.440 -1.438
H -1.083 2.425 1.879 -0.060
H -2.020 3.000 0.508 0.016
H -1.576 4.797 2.149 0.448
H 0.167 4.643 1.964 0.325
H -0.838 5.245 0.625 0.262
Br -1.789 -7.336 -0.021 -0.132
P 1.636 -0.769 -1.994 1.180
C 2.417 0.604 -2.910 -0.403
C 3.730 0.278 -3.605 -1.455
H 2.564 1.414 -2.174 0.253
H 1.685 0.996 -3.634 0.479
H 4.148 1.181 -4.067 0.444
H 4.482 -0.098 -2.907 0.315
H 3.610 -0.456 -4.408 0.275
C 2.947 -1.831 -1.275 -0.184
C 3.520 -2.910 -2.186 -1.501
H 2.519 -2.311 -0.378 -0.055
H 3.756 -1.182 -0.903 0.547
H 4.268 -3.502 -1.641 0.450
H 2.752 -3.611 -2.531 0.310
H 4.026 -2.494 -3.065 0.287
C 0.657 -1.779 -3.175 -0.417
C 1.197 -1.885 -4.595 -1.437
H -0.349 -1.326 -3.189 0.212
H 0.512 -2.784 -2.744 0.369
H 0.510 -2.475 -5.214 0.440
H 1.293 -0.906 -5.071 0.347
H 2.168 -2.388 -4.639 0.284
C 3.064 -1.562 2.833 -0.869
N 1.769 -1.660 3.500 0.175
C 1.673 -2.553 4.641 -0.550
C 0.376 -2.334 5.379 -0.783
C -0.805 -2.153 4.453 -0.558
N -0.499 -1.116 3.484 0.200
C -1.589 -0.324 2.944 -0.684
C 0.723 -1.088 2.925 0.113
O 0.886 -0.527 1.755 -0.587
H 3.059 -2.078 1.869 0.243
H 3.827 -2.021 3.473 0.416
H 3.317 -0.515 2.667 0.288
H 1.766 -3.607 4.330 0.323
H 2.532 -2.358 5.297 0.381
H 0.467 -1.431 5.991 0.321
H 0.186 -3.179 6.059 0.391
H -1.701 -1.849 4.994 0.488
H -1.045 -3.102 3.946 0.241
H -1.599 -0.318 1.840 -0.041
H -2.530 -0.747 3.294 0.511
H -1.518 0.723 3.291 0.324
```

Summary:
molar mass: 670.48 g mol⁻¹
HOMO energy (alpha / beta): -13.4 / -13.7 eV
2S+1: 3
Kohn-Sham gap (alpha / beta): 8.11 / 6.76 eV
LUMO level (alpha / beta): -5.34 / -6.90 eV
E_tot: -151198.25631 eV
total charge: +2
⟨S²⟩: 2.01


# 8
# C4H5NO

The molecule C4H5NO (ωB97M-V/def2-TZVPD, the Open Molecules 2025 dataset).

The geometry in XYZ format:
```
11
Properties=species:S:1:pos:R:3:mulliken_charge:R:1
O 2.101 0.496 -0.276 -0.504
C 1.106 0.041 0.202 0.517
C -0.040 0.794 0.828 -0.403
C -0.885 0.500 -0.403 -0.362
C -0.633 -0.757 -0.810 -0.275
N 0.545 -1.279 -0.195 -0.406
H 0.153 1.840 1.060 0.309
H -0.455 0.270 1.701 0.192
H -1.245 1.296 -1.036 0.309
H -1.073 -1.277 -1.656 0.360
H 0.426 -1.924 0.585 0.264
```

Summary:
molar mass: 83.09 g mol⁻¹
HOMO energy: -9.1 eV
Kohn-Sham gap: 9.96 eV
LUMO level: 0.90 eV
SMILES string: O=C1CC=CN1
E_tot: -7764.82935 eV
energy relative to the best compared isomer or geometry (same formula, charge and spin): 39.1 kcal/mol